# 1
# C6H14ClO2TiY

A molecular structure, C6H14ClO2TiY (ωB97M-V/def2-TZVPD, OMol25).

Computed properties:
- HOMO energy (alpha / beta) (eV) = -2.05 / -3.99
- spin multiplicity = 2
- E (eV) = -47226.5541
- net charge = -1

Each line ends with the Mulliken charge.
Atoms and positions in Å:
Y1 0.46 -0.63 0.70  1.22
Cl1 -1.21 -1.59 -1.29  -0.52
C1 1.90 -2.35 0.17  -1.30
H1 2.51 -2.50 1.08  0.34
H2 2.60 -2.11 -0.64  0.28
H3 1.45 -3.31 -0.08  0.30
Ti1 -0.66 0.48 -2.12  0.62
C2 -2.29 1.70 -1.83  -1.01
C3 -0.05 0.37 -4.09  -1.03
C4 0.76 1.09 -0.96  -1.47
H4 0.99 0.74 -4.10  0.23
H5 -0.09 -0.67 -4.44  0.20
H6 -0.70 1.02 -4.71  0.29
H7 -1.98 2.50 -1.13  0.21
H8 -2.57 2.12 -2.81  0.27
H9 -3.11 1.10 -1.40  0.21
H10 1.83 0.81 -1.06  0.41
H11 0.67 1.91 -0.20  0.25
C5 -0.17 0.00 4.77  -1.03
C6 0.12 -0.19 3.32  1.19
O1 1.28 -0.01 2.75  -0.76
O2 -0.88 -0.58 2.61  -0.75
H12 0.66 0.31 5.40  0.29
H13 -0.55 -0.95 5.18  0.27
H14 -0.96 0.76 4.87  0.28

# 2
# C17H16ClN3O3Sn

A molecular structure, C17H16ClN3O3Sn (ωB97M-V/def2-TZVPD, OMol25).

Computed properties:
- HOMO energy (eV) = -6.78
- E (eV) = -46855.3259

Each line ends with the Mulliken charge.
Atoms and positions in Å:
Sn1 -0.04 -13.57 7.42  0.41
C1 0.60 -8.71 6.65  -0.51
C2 0.54 -9.58 5.49  -0.40
C3 0.34 -10.90 5.70  -0.26
C4 0.08 -11.44 6.98  0.24
C5 0.10 -10.64 8.08  -0.30
C6 0.34 -9.24 7.87  -0.45
H1 0.66 -7.61 6.52  0.31
H2 0.64 -9.08 4.50  0.31
H3 0.46 -11.63 4.88  0.26
H4 -0.17 -10.90 9.09  0.30
H5 0.25 -8.66 8.78  0.33
C7 -3.25 -17.68 5.44  -1.14
N1 -2.64 -16.40 5.37  0.08
C8 -2.08 -15.74 4.13  -0.41
C9 -1.37 -14.54 4.80  0.20
O1 -0.78 -13.62 4.29  -0.57
N2 -1.59 -14.59 6.15  -0.15
C10 -2.45 -15.60 6.45  0.43
N3 -2.93 -15.91 7.65  -0.26
H6 -4.07 -17.77 6.10  0.40
H7 -2.52 -18.45 5.83  0.35
H8 -3.64 -18.02 4.48  0.36
H9 -2.86 -15.29 3.51  0.27
H10 -1.41 -16.36 3.61  0.39
H11 -2.84 -15.18 8.39  0.17
H12 -3.50 -16.73 7.90  0.20
Cl1 -5.09 -13.57 14.53  -0.21
C11 -3.89 -13.46 13.36  0.34
C12 -3.19 -14.60 12.98  -0.44
C13 -2.27 -14.59 11.96  -0.63
C14 -2.25 -13.47 11.08  0.37
C15 -2.95 -12.31 11.48  -0.18
C16 -3.71 -12.27 12.62  -0.52
C17 -1.41 -13.55 9.86  0.67
O2 -1.86 -13.29 8.68  -0.80
O3 -0.15 -13.82 9.95  -0.67
H13 -3.32 -15.51 13.56  0.34
H14 -1.66 -15.43 11.67  0.47
H15 -2.75 -11.35 10.93  0.33
H16 -4.22 -11.37 12.97  0.36

# 3
# C4H7NO

A single C4H7NO molecule (ωB97M-V/def2-TZVPD, OMol25).

Computed properties:
- HOMO energy (eV) = -7.42
- E (eV) = -7796.5022
- SMILES = NC(O)=C1CC1

Each line ends with the Mulliken charge.
Atoms and positions in Å:
N1 1.83 -0.16 -0.46  -0.37
C1 0.93 -0.05 0.53  0.50
O1 1.44 0.38 1.70  -0.47
C2 -0.42 -0.33 0.53  -0.32
C3 -1.24 -0.70 -0.63  -0.57
C4 -1.39 0.67 -0.03  -0.46
H1 1.50 -0.22 -1.41  0.20
H2 2.81 0.02 -0.30  0.24
H3 0.66 0.18 2.26  0.39
H4 -0.83 -0.81 -1.63  0.20
H5 -2.03 -1.42 -0.40  0.21
H6 -2.30 0.97 0.49  0.23
H7 -0.98 1.48 -0.65  0.22

# 4
# C3H4ClF2N

A single C3H4ClF2N molecule (ωB97M-V/def2-TZVPD, OMol25).

Computed properties:
- HOMO energy (eV) = -9.78
- E (eV) = -22620.0621
- SMILES = FC1(F)CN(Cl)C1

Each line ends with the Mulliken charge.
Atoms and positions in Å:
F1 -0.38 0.95 1.99  -0.27
C1 0.23 0.34 1.01  0.71
F2 1.56 0.49 1.32  -0.29
C2 -0.22 -1.03 0.33  -0.49
N1 -0.77 -0.32 -0.85  -0.24
Cl1 -0.28 -1.16 -2.38  -0.13
C3 -0.16 1.00 -0.69  -0.54
H1 0.68 -1.52 0.16  0.33
H2 -0.83 -1.70 0.90  0.31
H3 -0.80 1.89 -0.69  0.31
H4 0.98 1.06 -1.11  0.29

# 5
# C5H6O

A single C5H6O molecule (ωB97M-V/def2-TZVPD, OMol25).

Computed properties:
- HOMO energy (eV) = -8.98
- E (eV) = -7325.1642
- SMILES = C[C@@]12C=C[C@@H]1O2

Each line ends with the Mulliken charge.
Atoms and positions in Å:
C1 1.70 -0.30 0.05  -1.01
C2 0.23 -0.08 0.23  0.86
C3 -0.78 1.05 0.63  -0.92
C4 -1.67 0.58 -0.23  -0.23
C5 -0.84 -0.63 -0.61  -0.51
O1 -0.53 -1.29 0.56  -0.47
H1 2.00 -1.42 -0.22  0.27
H2 2.17 0.05 1.03  0.27
H3 2.07 0.32 -0.66  0.31
H4 -0.78 1.77 1.31  0.56
H5 -2.69 1.03 -0.58  0.29
H6 -0.88 -1.07 -1.49  0.59

# 6
# C36H30BNO2P2Pd

A molecular structure, C36H30BNO2P2Pd (ωB97M-V/def2-TZVPD, OMol25).

Computed properties:
- HOMO energy (eV) = 0.28
- E (eV) = -66138.8992
- net charge = -2

Each line ends with the Mulliken charge.
Atoms and positions in Å:
Pd1 -0.90 0.56 0.00  -0.31
C1 -2.77 -1.95 -0.28  -0.63
P1 -0.92 -2.08 0.10  1.49
C2 -0.98 -3.83 0.69  0.64
C3 -1.06 -4.77 -0.35  -0.82
C4 -1.07 -6.12 -0.09  -0.53
C5 -0.99 -6.59 1.21  -0.45
C6 -0.89 -5.67 2.25  -0.65
C7 -0.87 -4.31 1.99  -0.26
C8 -0.56 -1.18 1.66  -0.49
C9 0.81 -0.86 1.81  0.36
C10 1.30 -0.39 3.01  -0.73
C11 0.46 -0.25 4.10  -0.43
C12 -0.89 -0.57 3.98  -0.82
C13 -1.39 -1.05 2.78  -0.38
C14 -2.71 -1.46 -1.69  -0.05
C15 -2.92 -1.98 -2.96  -1.00
C16 -2.23 -1.13 -3.85  -0.81
C17 -1.61 -0.16 -3.07  0.02
C18 -0.56 0.89 -3.29  -0.93
P2 0.69 0.58 -1.89  2.01
C19 1.58 2.16 -1.72  0.86
C20 0.83 3.31 -1.45  -0.66
C21 1.45 4.49 -1.08  -0.64
C22 2.83 4.54 -0.96  -0.50
C23 3.58 3.40 -1.19  -0.66
C24 2.97 2.22 -1.58  -0.53
C25 1.84 -0.36 -2.99  -0.20
C26 2.62 0.19 -4.01  -0.23
C27 3.42 -0.62 -4.79  -0.70
C28 3.46 -1.99 -4.57  -0.45
C29 2.68 -2.55 -3.58  -0.56
C30 1.88 -1.74 -2.79  -0.23
N1 -1.93 -0.37 -1.78  0.19
H1 -3.15 -1.14 0.36  0.24
H2 -3.31 -2.89 -0.12  0.45
H3 -1.13 -4.40 -1.36  0.35
H4 -1.13 -6.84 -0.91  0.37
H5 -1.00 -7.65 1.42  0.33
H6 -0.82 -6.03 3.27  0.37
H7 -0.79 -3.60 2.81  0.34
H8 1.48 -1.01 0.96  0.16
H9 2.36 -0.15 3.11  0.32
H10 0.84 0.11 5.05  0.32
H11 -1.54 -0.46 4.84  0.39
H12 -2.44 -1.33 2.72  0.27
H13 -3.50 -2.86 -3.23  0.42
H14 -2.18 -1.23 -4.93  0.39
H15 -0.98 1.89 -3.14  0.39
H16 -0.08 0.82 -4.27  0.35
H17 -0.25 3.23 -1.45  0.07
H18 0.86 5.37 -0.87  0.39
H19 3.31 5.47 -0.66  0.34
H20 4.66 3.43 -1.08  0.36
H21 3.56 1.33 -1.75  0.37
H22 2.57 1.26 -4.19  0.45
H23 4.02 -0.18 -5.58  0.37
H24 4.10 -2.62 -5.19  0.34
H25 2.70 -3.62 -3.41  0.41
H26 1.26 -2.15 -2.00  0.15
O1 -2.03 2.19 2.45  -0.53
B1 -1.06 2.11 1.37  -0.89
O2 -0.23 3.29 1.55  -0.19
C31 -0.65 3.95 2.63  0.73
C32 -0.20 5.12 3.19  -1.06
C33 -0.84 5.59 4.34  -0.49
C34 -1.91 4.91 4.89  -0.44
C35 -2.40 3.74 4.31  -0.99
C36 -1.76 3.26 3.19  0.70
H27 0.63 5.67 2.76  0.46
H28 -0.50 6.51 4.79  0.33
H29 -2.37 5.29 5.80  0.34
H30 -3.26 3.23 4.72  0.43

# 7
# C3H2I2O

A single C3H2I2O molecule (ωB97M-V/def2-TZVPD, OMol25).

Computed properties:
- HOMO energy (eV) = -9.60
- E (eV) = -21390.7026
- SMILES = C=C(I)C(=O)I

Each line ends with the Mulliken charge.
Atoms and positions in Å:
C1 0.05 -0.84 0.91  -0.60
C2 0.34 0.11 0.04  0.09
I1 2.10 1.29 0.58  0.05
C3 -0.30 0.65 -1.14  0.39
O1 -0.03 1.69 -1.61  -0.41
I2 -2.05 -0.47 -1.71  0.02
H1 0.76 -1.01 1.75  0.22
H2 -0.88 -1.41 1.17  0.24